Molecular formula: C27H60NO5P
Method: DFT, the ωB97M-V functional and the def2-TZVPD basis

```
94
Properties=species:S:1:pos:R:3:forces:R:3
C 2.953640 2.037052 -1.090179 0.1 -0.1 0.3
C 2.361010 3.128891 -1.963016 -0.1 -0.1 -0.4
C -1.636790 -1.351524 -4.201846 0.6 -1.4 0.2
C 3.558621 -4.309902 0.968626 0.3 -0.1 -0.1
H -1.950521 9.767733 3.502969 -0.1 0.0 0.0
O 4.254533 -4.625128 2.180433 -0.2 0.2 0.0
H -5.629802 -8.597028 -0.943301 0.0 0.0 0.0
H -2.755369 8.458030 2.615733 0.1 0.0 0.0
C -1.414670 7.470452 5.300489 0.0 -0.2 -0.1
H -0.001711 -1.824551 -2.488743 -0.3 0.2 -0.3
H 0.364988 0.052189 -4.033562 0.2 -0.3 0.0
C -3.369417 8.648175 4.704864 -0.2 -0.1 -0.1
H 3.009961 -5.652846 -4.166383 0.2 0.1 0.4
H 2.255954 -0.863114 -2.731020 0.0 0.2 -0.2
H -3.864021 -8.502601 -0.975471 0.0 0.0 0.0
H -2.631880 -2.196850 -1.504633 -0.3 -0.2 -0.4
H 0.266001 2.497457 0.508261 0.1 -0.1 0.0
H 3.617226 -3.312926 -4.451137 0.2 -0.1 0.5
H -1.716597 -1.415584 -5.308446 -0.1 0.5 0.6
C 3.288893 -5.169246 -3.217762 -0.1 1.1 0.2
H -4.040514 7.803866 4.524107 0.0 0.0 0.0
N 2.020705 -1.525733 -3.469654 -0.2 -0.5 0.6
C -4.783808 -7.911105 -0.980737 0.2 -0.2 0.0
H -2.024578 -3.979364 -5.369441 -0.6 0.3 0.0
C 3.488053 -3.603958 -3.396549 -0.9 -0.7 1.0
H 2.492704 3.913523 2.426440 0.1 0.0 0.0
H 1.570606 4.302296 -0.343779 -0.2 0.0 -0.1
H 4.610489 -3.378768 3.798171 0.0 -0.1 -0.1
H -0.456260 7.558709 5.813933 0.0 0.0 -0.1
H 4.253124 -3.785796 0.302347 0.0 0.0 -0.1
H -3.013403 7.884182 6.734405 0.0 0.0 0.0
C 1.204432 3.616951 -1.111269 0.1 0.3 0.2
C -2.199745 -2.699128 -3.610351 -0.7 0.1 -0.2
O -1.265873 7.877974 3.933399 -0.3 0.2 0.3
H -2.041474 9.287469 6.272806 0.0 0.0 0.0
C -2.348809 8.750696 3.585040 0.2 0.2 -0.1
H 3.080632 3.907456 -2.216121 0.0 0.0 0.0
H -4.143903 -4.816237 -0.021447 0.0 0.0 -0.1
P 0.248247 -1.355551 -3.829837 -0.2 0.4 0.2
C 2.842440 5.882347 3.272524 0.2 0.2 -0.1
O 1.871168 1.479814 -0.328668 0.0 0.2 -0.2
H 0.456268 -2.230058 -4.945082 0.0 0.1 0.4
C -2.839162 -3.606505 -4.717668 0.6 -0.1 1.1
H 1.409540 7.043857 4.465208 0.0 0.0 -0.1
H 3.236645 -5.231000 0.479495 0.1 0.0 0.1
C 2.935387 -2.694320 2.569365 0.2 0.2 0.0
H 3.685967 2.445050 -0.384551 0.1 0.0 -0.1
H 3.551760 5.443372 3.974169 0.0 0.0 0.0
O 1.203702 5.318766 1.657240 0.2 0.1 0.4
C 0.722055 2.330870 -0.468881 -0.2 -0.2 0.0
H -4.342590 -7.456410 -3.072837 0.0 0.1 0.0
C 2.516819 4.962371 2.109179 -0.1 -0.3 -0.1
C 1.468628 6.135980 3.867326 -0.1 -0.2 0.2
O -4.103909 -5.810713 -1.837802 -0.1 -0.2 0.1
H -3.975123 9.547853 4.810287 0.0 0.0 0.0
H -0.426531 5.861573 2.819260 0.0 0.0 -0.1
H -3.253380 -4.485280 -4.182925 0.0 0.4 -0.5
H 3.434768 1.249787 -1.674466 0.0 -0.1 0.1
H 1.175499 5.291101 4.498215 0.0 0.0 0.0
H -3.932385 -3.210387 -2.283290 0.5 0.2 0.0
C 3.767803 -3.779758 3.232798 0.0 -0.2 0.1
C 0.593462 6.187857 2.627659 0.0 0.1 -0.3
C -2.487342 8.358629 5.906373 0.1 0.2 0.2
H -5.837879 -6.722182 -2.460038 0.0 -0.1 0.0
H 0.425928 4.125967 -1.679367 0.0 0.0 0.0
H 3.265007 6.820253 2.901174 0.0 0.0 0.0
H 3.157809 -4.393293 3.905119 0.0 0.1 0.1
C -3.892170 -5.800378 -0.420377 0.2 0.1 -0.1
C 2.190168 -2.889476 -2.885250 0.2 0.2 -1.4
H 1.534357 -4.034625 1.640782 0.0 0.0 0.0
H 4.178135 -5.644026 -2.773043 -0.4 0.1 -0.4
H -1.718400 6.417484 5.308927 0.0 0.0 0.1
H 2.084886 -2.759155 0.546204 0.0 0.0 0.0
C -3.192481 -2.408411 -2.438227 0.3 0.6 -0.4
C -4.758249 -6.906255 0.157475 -0.2 0.1 0.1
H 0.561775 7.195455 2.205885 -0.1 0.0 0.1
H -1.384165 -3.316397 -3.169614 -0.2 0.4 -0.3
C -4.812098 -7.003561 -2.198184 -0.1 0.2 -0.1
C 2.394226 -3.422695 1.353213 -0.4 0.0 0.0
H -4.365959 -7.308405 1.091257 0.0 0.0 0.0
H 3.226364 5.059127 1.284520 -0.1 0.0 0.0
H 1.981922 2.698598 -2.895114 0.1 0.0 0.0
H -2.143516 -0.467715 -3.777994 0.2 -0.3 -0.3
H 4.335917 -3.298910 -2.761074 -0.1 0.1 -0.6
H -5.768434 -6.531624 0.344952 0.0 0.0 0.0
H -0.003009 1.813902 -1.108763 -0.1 0.0 0.0
H 2.445226 -5.276688 -2.504862 0.5 -0.3 -0.3
H 1.335065 -3.487575 -3.285280 0.5 0.0 0.3
H -2.829154 -5.989239 -0.235540 0.0 0.0 0.1
H -3.727436 -1.471948 -2.685551 0.0 -0.5 0.2
H 2.161809 -2.290464 3.222104 0.0 0.0 0.0
H 2.069904 -2.879648 -1.785207 0.3 -0.2 -0.4
H 3.579421 -1.869217 2.252998 0.0 0.0 0.0
H -3.617127 -3.079863 -5.291385 0.3 -0.3 0.2
```
Positions in Å, forces in eV/Å.

Results
E ... -49983.9141 eV
Frontier orbital gap ... 0.33121 Ha
LUMO level ... 0.8 eV
Structure (SMILES) ... CCCN[PH3]CC(C)C.C1CCOC1.C1CCOC1.C1CCOC1.C1CCOC1.C1CCOC1

Here are the Mulliken charges for atoms 1 to 5, given in e: number 1, C, carries -0.388; number 2, C, carries -0.633; number 3, C, carries -1.161; number 4, C, carries -0.192; number 5, H, carries 0.280